21
Properties=species:S:1:pos:R:3:forces:R:3 method="wB97M-V/def2-TZVPD" charge=0 de_lowest_kcal_mol=83.7
C 1.916653 1.035924 -1.291933 -0.63 1.87 -1.11
N 1.738180 -0.277997 -0.706172 2.00 -0.62 2.23
C 0.982963 -0.284954 0.493872 1.11 -1.29 1.34
C 1.346185 -0.810868 1.703225 4.49 -0.39 -4.32
C -2.591833 1.277972 0.333288 1.66 -3.73 2.52
C -1.436036 0.329224 -0.117681 -0.63 -0.12 1.13
C -0.257539 0.416974 0.530360 -2.51 1.88 0.43
H 2.706727 1.634441 -0.777311 -0.30 -0.49 -0.39
H 0.973113 1.682625 -1.158119 1.29 -1.21 -0.59
H 2.181184 0.919218 -2.394428 -0.42 0.36 1.44
H 2.702696 -0.545250 -0.345655 -1.47 -0.18 -1.14
H 0.699450 -0.907284 2.459407 -2.33 -0.05 2.71
H 2.400399 -1.235364 1.853012 -1.65 0.48 -0.28
H -2.326650 2.164212 -0.051904 0.04 3.51 -1.65
H -3.478733 0.813519 -0.003811 -1.25 0.26 -0.37
H -2.605162 1.395325 1.460726 -0.04 -0.29 -1.26
H -1.807068 -0.442502 -0.848219 1.21 0.80 0.58
H -0.173514 1.184336 1.370077 -0.68 -0.75 -1.26
H -0.509179 -2.255806 -0.938912 2.79 2.54 0.39
H -1.297930 -3.263570 -0.376222 -0.69 -1.16 1.25
O -1.163913 -2.830170 -1.193599 -2.00 -1.42 -1.65